(one)
CH3N2O | ωB97M-V/def2-TZVPD

## Properties
HOMO energy (alpha / beta) = -15.75 / -17.94 eV
<S²> = 2.018

```
! wB97M-V def2-TZVPD RIJCOSX def2/J DEFGRID3
* xyz 1 3
C -0.61374 0.53758 -0.29600
H 0.78622 -1.75222 -0.10929
O -0.10493 -1.52401 0.27208
H -0.01211 0.63538 -1.17684
N -1.84758 0.10268 -0.22934
N -2.78445 -0.37545 0.10653
H -0.00277 1.07382 0.63457
*
```


(two)
CH3N2O | ωB97M-V/def2-TZVPD

## Properties
HOMO energy (alpha / beta) = -14.89 / -19.46 eV
<S²> = 2.004

```
! wB97M-V def2-TZVPD RIJCOSX def2/J DEFGRID3
* xyz 1 3
O 0.63234 0.74443 -0.43132
C -0.39250 0.99984 -1.05116
H -1.29191 0.36838 -1.05414
N 0.47977 -2.39586 2.35805
H -0.41804 1.92523 -1.64153
H 0.67104 -0.06695 0.17116
N 0.31931 -1.57508 1.64895
*
```


Verdict on stability: (two) comes out on top.


(one)
C3H3N2O2S | ωB97M-V/def2-TZVPD

## Properties
HOMO energy = -4.34 eV

```
! wB97M-V def2-TZVPD RIJCOSX def2/J DEFGRID3
* xyz -1 1
H -1.11008 -0.66385 -1.49706
C 1.55252 0.28730 0.15965
O 2.63845 1.01102 0.34706
N 1.28536 -0.96888 0.23390
N -0.70468 2.31866 0.31530
C -0.96972 -0.49414 -0.51584
H -0.61193 2.05828 1.34125
H -1.89348 -0.68219 0.12415
C 0.06334 -1.46814 -0.09818
O -0.18213 -2.62037 0.21676
S -0.06767 1.22231 -0.62698
*
```


(two)
C3H3N2O2S | ωB97M-V/def2-TZVPD

## Properties
HOMO energy = -4.40 eV

```
! wB97M-V def2-TZVPD RIJCOSX def2/J DEFGRID3
* xyz -1 1
H 1.67402 -1.02542 0.71466
C 0.08933 1.35290 -0.68417
O -0.00089 0.26255 2.50424
C 0.13790 0.37403 1.31030
H -0.04476 -1.62826 0.85678
N -0.13739 1.42436 0.56208
S 0.32622 -0.61891 -1.28199
H -1.63671 -0.35784 -1.29967
O 0.09118 2.20139 -1.54225
C 0.60128 -0.84839 0.49616
N -1.10019 -1.13639 -1.63615
*
```


Verdict on stability: (two) comes out on top.


(one)
H2NOS2 | ωB97M-V/def2-TZVPD

## Properties
HOMO energy = -3.59 eV
SMILES = N=[S@@H]([O-])=S

```
! wB97M-V def2-TZVPD RIJCOSX def2/J DEFGRID3
* xyz -1 1
N 0.41335 -1.20036 -0.22632
S -1.04666 1.16329 -1.25597
H -0.30644 -1.76677 0.02830
H -0.52617 0.46725 1.16842
S 0.14947 0.27253 0.00380
O 1.31645 1.06406 0.28177
*
```


(two)
H2NOS2 | ωB97M-V/def2-TZVPD

## Properties
HOMO energy = -3.15 eV

```
! wB97M-V def2-TZVPD RIJCOSX def2/J DEFGRID3
* xyz -1 1
S -2.14344 1.46352 -1.14993
N 1.76054 -1.34137 1.33357
H -1.34727 2.00765 -0.23774
H -1.36839 0.31388 -1.14879
O 2.21333 -2.27698 0.57183
S 0.88522 -0.16670 0.63106
*
```


Verdict on stability: (one) comes out on top.


(one)
C6H13BrN | ωB97M-V/def2-TZVPD

## Properties
HOMO energy = -13.62 eV
SMILES = C=C[C@](C)(Br)[C@H](C)[NH3+]

```
! wB97M-V def2-TZVPD RIJCOSX def2/J DEFGRID3
* xyz 1 1
H -0.13480 -0.49991 -2.45440
C -1.52635 1.05795 2.04027
H 1.34149 0.04078 1.30052
H 0.61741 1.48912 -1.18221
Br -2.30936 -0.41277 -1.36714
H -1.33727 2.11225 1.67778
H 0.15461 -2.08980 -0.12095
C -0.18226 1.51992 -0.45418
C 1.62709 -0.68675 0.53067
H -1.69411 0.69917 3.07655
N 0.64121 -0.98931 -1.86014
H 2.55645 -0.54014 0.08814
H -1.41838 -1.00778 1.59597
C 0.39086 -0.94993 -0.36345
H 0.56733 -1.89984 -2.15188
H -0.87624 2.24738 -0.93475
C -0.72674 0.12687 -0.08926
C -1.27259 0.03144 1.27001
H 1.59432 -0.73606 -2.10639
H 1.78569 -1.55245 1.11666
H 0.20164 2.03985 0.38820
*
```


(two)
C6H13BrN | ωB97M-V/def2-TZVPD

## Properties
HOMO energy = -13.32 eV

```
! wB97M-V def2-TZVPD RIJCOSX def2/J DEFGRID3
* xyz 1 1
Br -0.49793 1.80884 -1.75655
H -1.83251 -0.38198 0.18207
C 0.16865 0.90537 -0.16715
C 1.60208 0.58019 -0.29571
C -0.35189 1.51568 1.07426
H -0.12132 -0.93056 -2.20240
H -1.39683 1.56869 1.05652
N -1.12586 -1.15124 -1.72790
H -1.86760 -0.44496 -2.09018
H -0.43828 -1.66508 1.42347
H 0.16888 2.32733 2.85190
H 1.59885 1.63418 1.90552
H -1.31008 -2.07210 -1.91090
H 2.06322 1.56656 -0.03865
C -0.23889 -1.90157 0.43332
H 0.80642 -1.59848 0.11184
C 0.55802 1.77957 2.04122
C -0.89849 -0.77214 -0.34375
H 1.71045 -0.03429 0.56882
H 1.96740 0.17518 -1.23680
H -0.56430 -2.90917 0.12106
*
```


Verdict on stability: (one) comes out on top.


(one)
C3H16NO3 | ωB97M-V/def2-TZVPD

## Properties
HOMO energy = -14.64 eV

```
! wB97M-V def2-TZVPD RIJCOSX def2/J DEFGRID3
* xyz 1 1
O 1.22018 3.07415 -0.62017
C 0.23432 0.66031 -1.05429
H 1.35510 3.58734 0.18706
O -1.78113 -1.44014 -2.45802
H -0.43363 1.01240 2.24491
H 1.39829 3.71068 -1.33688
H -2.58990 -1.93290 -2.64943
C -0.59110 1.05848 1.18063
H 1.12728 0.76691 -1.65661
O 1.37667 -2.30448 2.35730
H 1.21790 -0.23449 0.84850
C 0.23643 0.07080 0.39963
H -0.07827 1.67653 -0.91313
H -1.16313 -1.80312 -3.10866
N -0.39965 -1.37103 0.23075
H 1.56432 -3.01778 2.98013
H -0.75183 2.10032 0.85912
H 0.46893 -1.91996 0.26015
H -0.66793 -1.49723 -0.79062
H -0.41099 0.21991 -1.81839
H 1.48910 -1.50376 2.88777
H -1.65978 0.76140 1.15368
H -1.16116 -1.67434 0.81656
*
```


(two)
C3H16NO3 | ωB97M-V/def2-TZVPD

## Properties
HOMO energy = -14.93 eV

```
! wB97M-V def2-TZVPD RIJCOSX def2/J DEFGRID3
* xyz 1 1
H -3.21186 0.21637 -0.47980
H -0.34024 -3.41746 0.88631
H 0.80367 1.31238 1.41738
H -0.02632 0.22911 -1.10146
H -3.69934 -1.34590 1.15339
H -0.04511 -0.93488 0.11107
C 1.84719 1.65631 -0.52384
O -0.33121 -2.50617 1.14057
H -3.53875 1.66938 0.09060
H 1.28542 2.55319 -0.77303
H 1.77364 0.59993 -2.43427
C 2.47710 0.81434 -1.60878
H 1.96831 0.02848 0.91308
H 0.25592 -2.42355 1.91462
N 0.02650 0.07599 -0.10015
H 3.28888 1.32474 -2.13327
H 2.77735 -0.17872 -1.29299
O -2.82174 -1.60060 0.83550
H 2.67982 2.09573 0.05515
H -0.83490 0.50388 0.27369
O -2.84743 1.05065 -0.16322
C 1.22367 0.75049 0.59632
H -2.71055 -2.47366 1.22315
*
```


Verdict on stability: (two) comes out on top.


(one)
CH3Br2PS | ωB97M-V/def2-TZVPD

## Properties
HOMO energy (alpha / beta) = -8.41 / -8.50 eV

```
! wB97M-V def2-TZVPD RIJCOSX def2/J DEFGRID3
* xyz 0 1
H -3.35197 0.39731 0.90073
C 2.22596 -0.38410 -1.00502
S -1.40356 0.02242 -0.58932
H -1.74601 0.47412 2.06878
Br 1.08343 0.77477 -0.18431
Br 2.23576 -2.19186 -0.52591
P -2.16191 1.16419 0.96417
H 3.11829 -0.25686 -1.62912
*
```


(two)
CH3Br2PS | ωB97M-V/def2-TZVPD

## Properties
HOMO energy (alpha / beta) = -9.20 / -8.99 eV

```
! wB97M-V def2-TZVPD RIJCOSX def2/J DEFGRID3
* xyz 0 1
H -1.45042 -0.36359 -1.30264
H -1.68428 -0.86926 0.45469
S 1.76076 0.13543 2.27438
Br 1.91115 -1.61453 -0.86852
Br 1.76540 1.83900 -0.79129
C -1.57206 -0.12166 -0.27460
P 1.09941 0.10178 0.46964
H -1.82996 0.89282 0.03834
*
```


Verdict on stability: (two) comes out on top.